Entry 1:
{
  "formula": "C4H6N2O",
  "method": "ωB97M-V/def2-TZVPD",
  "gap_ev": 9.3,
  "e_homo_ev": -8.51,
  "energy_ev": -9269.976,
  "smiles": "C=C1C=C(O)NN1",
  "charge": 0,
  "species": ["C", "C", "C", "C", "O", "N", "N", "H", "H", "H", "H", "H", "H"],
  "xyz": [[1.2348, -1.3390, -0.7204], [0.7948, -0.5448, 0.2564], [0.8076, 0.9374, 0.3007], [-0.5009, 1.2092, 0.2913], [-1.1578, 2.3561, 0.0951], [-1.2970, 0.0028, 0.3607], [-0.3523, -0.8807, 1.0441], [0.8883, -2.3663, -0.7899], [1.8989, -0.9667, -1.4892], [1.6449, 1.6064, 0.1757], [-2.0993, 2.1683, 0.2238], [-1.2001, -0.3484, -0.6201], [-0.6618, -1.8344, 0.8716]],
  "atomic_forces_ev_per_a": [[0.4, -0.1, 0.2], [0.0, -0.1, -0.4], [-0.2, 0.1, -0.1], [0.3, 0.0, -0.1], [-0.1, 0.0, 0.1], [-0.1, 0.2, -0.1], [0.1, -0.3, -0.1], [0.2, 0.1, 0.0], [0.2, -0.1, 0.2], [-0.1, -0.1, 0.0], [0.1, 0.1, 0.1], [-0.7, 0.3, 0.3], [0.0, 0.1, 0.0]]
}

***

Entry 2:
{
  "formula": "C20H35N2O12PPb",
  "method": "ωB97M-V/def2-TZVPD",
  "gap_ev": 8.2,
  "e_homo_ev": -8.08,
  "energy_ev": -63397.907,
  "charge": 0,
  "species": ["Pb", "C", "C", "O", "C", "C", "O", "C", "C", "O", "C", "C", "O", "C", "C", "O", "H", "H", "H", "H", "H", "H", "H", "H", "H", "H", "H", "H", "H", "H", "H", "H", "H", "H", "H", "H", "C", "C", "N", "C", "C", "N", "C", "O", "O", "C", "O", "O", "H", "H", "H", "H", "H", "O", "C", "O", "H", "C", "P", "C", "C", "O", "H", "H", "H", "H", "H", "H", "H", "H", "H"],
  "xyz": [[-0.2546, 0.2208, -0.0837], [2.2650, -0.9780, -2.4396], [2.2267, 0.5091, -2.7049], [0.8842, 0.9627, -2.4956], [0.7238, 2.3641, -2.7042], [1.2226, 3.1944, -1.5440], [0.4255, 2.8485, -0.4132], [0.7675, 3.5665, 0.7592], [-0.1460, 3.0920, 1.8657], [0.0595, 1.7201, 2.2058], [1.2509, 1.4539, 2.9513], [2.2740, 0.6997, 2.1470], [1.7486, -0.5949, 1.8305], [2.7180, -1.4329, 1.1991], [3.0709, -1.0383, -0.2132], [1.9714, -1.3270, -1.0943], [3.2537, -1.3608, -2.7180], [1.5180, -1.4797, -3.0568], [2.5020, 0.6865, -3.7519], [2.9267, 1.0477, -2.0606], [-0.3481, 2.5252, -2.8341], [1.2358, 2.6652, -3.6240], [1.0775, 4.2553, -1.7827], [2.2769, 3.0122, -1.3172], [0.6051, 4.6399, 0.6002], [1.8267, 3.4134, 0.9970], [-1.1817, 3.1595, 1.5357], [-0.0096, 3.7179, 2.7534], [0.9575, 0.8801, 3.8332], [1.6991, 2.3904, 3.2947], [2.5328, 1.2452, 1.2338], [3.2053, 0.6006, 2.7097], [2.2946, -2.4401, 1.2072], [3.6413, -1.4235, 1.7860], [3.9420, -1.6262, -0.5264], [3.3412, 0.0195, -0.2672], [-1.2094, -2.5471, -3.1391], [-2.2151, -1.5682, -2.6486], [-1.9989, -0.6206, -1.7618], [-3.1880, 0.0432, -1.5836], [-4.1414, -0.5192, -2.3848], [-3.5014, -1.5316, -3.0517], [-5.5868, -0.3001, -2.6513], [-6.1717, 0.6641, -1.9864], [-6.1434, -1.0061, -3.4633], [-3.3071, 1.1573, -0.5907], [-4.4078, 1.7135, -0.4639], [-2.2596, 1.4235, 0.0743], [-0.3754, -2.5812, -2.4407], [-0.8320, -2.2626, -4.1228], [-1.6396, -3.5457, -3.2149], [-3.9742, -2.1233, -3.7185], [-5.5153, 1.1245, -1.3607], [5.0974, 1.0552, 1.1881], [4.9705, 1.9024, 0.2901], [3.9892, 2.0451, -0.4975], [5.8118, 2.6165, 0.1396], [-3.2088, -2.8191, 2.6617], [-1.5008, -2.3483, 2.3684], [-1.0108, -1.2799, 3.7217], [-0.5202, -3.8432, 2.5379], [-1.3265, -1.6969, 1.0278], [-3.3271, -3.2838, 3.6411], [-3.5280, -3.5185, 1.8890], [-3.8362, -1.9290, 2.6056], [-1.1958, -1.7573, 4.6851], [-1.5667, -0.3430, 3.6632], [0.0532, -1.0677, 3.6134], [-0.6866, -4.3131, 3.5078], [0.5348, -3.5855, 2.4409], [-0.7871, -4.5437, 1.7465]],
  "atomic_forces_ev_per_a": [[0.1, 0.0, -0.1], [0.0, 0.0, 0.0], [0.0, 0.0, 0.0], [0.0, 0.1, 0.0], [0.0, 0.0, 0.0], [0.0, 0.0, 0.0], [0.0, 0.0, 0.0], [0.0, 0.0, 0.0], [0.0, 0.0, 0.0], [0.0, 0.0, 0.0], [0.0, 0.0, 0.0], [0.0, 0.0, 0.0], [0.0, 0.0, 0.0], [0.0, 0.0, 0.0], [0.0, 0.0, 0.0], [0.0, 0.0, 0.0], [0.0, 0.0, 0.0], [0.0, 0.0, 0.0], [0.0, 0.0, 0.0], [0.0, 0.0, 0.0], [0.0, 0.0, 0.0], [0.0, 0.0, 0.0], [0.0, 0.0, 0.0], [0.0, 0.0, 0.0], [0.0, 0.0, 0.0], [0.0, 0.0, 0.0], [0.0, 0.0, 0.0], [0.0, 0.0, 0.0], [0.0, 0.0, 0.0], [0.0, 0.0, 0.0], [0.0, 0.0, 0.0], [0.0, 0.0, 0.0], [0.0, 0.0, 0.0], [0.0, 0.0, 0.0], [0.0, 0.0, 0.0], [0.1, -0.1, 0.0], [0.0, 0.0, 0.0], [0.0, 0.0, 0.0], [0.0, 0.1, 0.0], [0.0, 0.0, 0.0], [0.0, 0.0, 0.0], [0.0, 0.0, 0.0], [0.0, 0.1, -0.1], [-0.1, -0.1, 0.0], [0.0, 0.0, 0.0], [0.0, -0.2, 0.1], [0.0, 0.0, 0.0], [-0.1, 0.0, 0.0], [0.0, 0.0, 0.0], [0.0, 0.0, 0.0], [0.0, 0.0, 0.0], [0.0, 0.0, 0.0], [0.0, 0.1, 0.0], [0.0, 0.0, 0.0], [0.0, -0.1, -0.1], [-0.1, 0.1, 0.1], [0.0, 0.0, 0.0], [0.0, 0.0, 0.0], [0.0, 0.1, 0.1], [0.0, 0.0, 0.1], [0.0, 0.0, 0.0], [0.0, -0.1, -0.1], [0.0, 0.0, 0.0], [0.0, 0.0, 0.0], [0.0, 0.0, 0.0], [0.0, 0.0, 0.0], [0.0, 0.0, 0.0], [0.0, 0.0, 0.0], [0.0, 0.0, 0.0], [0.0, 0.0, 0.0], [0.0, 0.0, 0.0]]
}

***

Entry 3:
{
  "formula": "CH3O3",
  "method": "ωB97M-V/def2-TZVPD",
  "gap_ev": [7.6, 7.7],
  "e_homo_ev": [-17.93, -17.93],
  "energy_ev": -7210.133,
  "charge": 1,
  "species": ["C", "O", "O", "O", "H", "H", "H"],
  "xyz": [[-0.7619, -0.0110, 0.0044], [0.4198, -0.6872, -0.1734], [2.1811, 0.8059, 0.2931], [1.7956, -0.2888, -0.0422], [-0.8527, 1.0890, 0.2294], [-1.3266, -0.7334, 0.5302], [-1.4554, -0.1746, -0.8414]],
  "atomic_forces_ev_per_a": [[-1.9, 2.5, -0.6], [2.5, -0.9, -0.7], [-1.9, -2.1, -0.8], [-0.1, 1.9, 0.6], [0.7, -1.3, 0.4], [-0.5, -0.5, 2.3], [1.1, 0.3, -1.2]]
}

***

Entry 4:
{
  "formula": "C35H44IN9O4Sn",
  "method": "ωB97M-V/def2-TZVPD",
  "gap_ev": 6.7,
  "e_homo_ev": -12.70,
  "energy_ev": -72529.177,
  "charge": 2,
  "species": ["Sn", "N", "C", "C", "C", "C", "N", "C", "N", "N", "C", "O", "O", "H", "H", "H", "H", "H", "H", "H", "H", "H", "H", "H", "H", "H", "H", "N", "C", "C", "C", "C", "C", "C", "C", "C", "C", "C", "C", "C", "N", "C", "C", "C", "C", "N", "H", "H", "H", "H", "H", "H", "H", "H", "H", "H", "C", "N", "C", "C", "C", "N", "C", "C", "H", "H", "H", "H", "H", "H", "H", "H", "H", "H", "H", "H", "H", "H", "H", "H", "I", "C", "C", "C", "C", "C", "C", "C", "O", "O", "H", "H", "H", "H"],
  "xyz": [[9.4496, 19.0377, 9.0121], [9.0824, 20.0968, 11.5753], [7.6619, 20.3560, 11.5772], [7.0519, 19.5142, 12.7056], [5.7278, 19.9696, 13.3453], [5.5248, 21.4368, 13.6380], [5.1562, 22.1650, 12.3507], [4.6913, 23.4312, 12.3194], [4.2977, 24.0049, 11.1486], [4.6529, 24.1861, 13.4390], [6.9342, 20.0467, 10.2727], [5.7876, 20.5553, 10.1152], [7.4065, 19.2240, 9.4576], [9.3003, 19.2036, 12.0814], [9.5495, 20.9138, 11.9970], [7.5529, 21.4250, 11.6951], [7.9001, 19.5725, 13.4501], [7.0332, 18.5222, 12.3607], [5.6153, 19.4346, 14.2748], [4.8640, 19.6435, 12.8281], [6.3720, 21.9460, 14.1261], [4.6277, 21.4940, 14.2509], [5.3617, 21.7177, 11.4853], [4.2599, 23.5095, 10.2813], [4.1429, 25.0023, 11.0944], [4.9232, 23.7883, 14.3207], [4.0184, 24.9857, 13.5020], [15.4321, 26.8485, 12.4042], [14.7916, 25.8991, 12.2439], [14.0820, 24.7087, 11.8668], [14.6984, 23.7516, 11.0274], [13.9040, 22.6819, 10.6147], [12.5299, 22.5771, 11.0143], [11.9770, 23.5611, 11.8829], [12.7711, 24.5960, 12.2309], [11.6982, 21.5358, 10.4084], [10.6303, 22.0198, 9.6629], [10.1771, 23.3429, 9.6084], [8.9213, 23.3657, 8.9900], [8.6887, 22.0782, 8.6303], [9.6433, 21.2022, 9.0291], [11.9351, 20.2293, 10.6751], [13.0427, 19.7549, 11.3834], [13.2180, 18.3817, 11.1464], [12.1314, 18.0811, 10.2763], [11.3198, 19.1267, 10.0877], [15.7252, 23.7749, 10.7782], [14.2464, 22.0413, 9.7949], [11.0008, 23.5802, 12.3457], [12.3249, 25.4223, 12.7632], [10.7779, 24.2284, 9.9265], [8.1955, 24.1853, 8.7808], [7.8348, 21.6286, 8.0976], [13.7713, 20.2654, 12.0109], [13.9528, 17.6868, 11.3739], [11.8625, 17.1653, 9.7716], [12.0760, 20.2919, 7.2379], [11.1502, 19.1813, 7.0145], [12.0539, 18.0395, 6.6138], [10.2643, 19.5491, 5.9459], [9.2824, 18.4744, 5.8543], [8.2622, 18.7023, 6.9780], [7.5698, 17.4059, 7.2586], [7.2536, 19.7630, 6.5375], [12.6377, 20.4576, 6.2969], [12.6776, 20.1526, 8.0991], [11.5237, 21.1691, 7.3840], [11.5563, 17.0913, 6.7669], [13.0072, 18.0222, 7.2088], [12.3870, 18.1770, 5.5332], [10.8106, 19.7906, 5.0531], [9.8199, 20.5685, 6.2532], [9.8271, 17.4774, 5.9654], [8.6726, 18.3867, 4.9487], [6.6726, 17.2488, 6.6404], [7.1657, 17.4377, 8.3285], [8.3494, 16.6923, 7.0727], [6.9100, 19.5415, 5.5025], [7.7942, 20.7408, 6.4966], [6.4060, 19.8626, 7.2080], [8.4606, 10.4922, 11.7797], [8.8648, 12.4510, 11.0148], [9.4487, 12.6709, 9.7810], [9.6755, 14.0207, 9.3950], [9.2367, 15.0576, 10.1299], [8.6670, 14.8349, 11.3726], [8.5052, 13.5469, 11.8091], [9.4168, 16.4851, 9.6737], [9.1259, 17.4820, 10.4164], [9.9770, 16.7626, 8.5843], [9.7950, 11.8188, 9.1685], [10.3154, 14.2236, 8.5403], [8.2704, 15.6299, 11.8998], [8.1227, 13.2893, 12.7890]],
  "atomic_forces_ev_per_a": [[1.1, 0.6, -0.1], [0.7, -0.8, -0.1], [-0.3, 0.0, -0.2], [0.7, 2.3, 1.4], [1.0, -0.3, 0.2], [-0.5, 0.9, -1.2], [-0.4, 1.9, 2.1], [0.4, -0.6, -0.4], [0.3, 0.0, 1.2], [-0.6, 0.1, -0.4], [-2.9, 1.8, 1.1], [1.8, -0.5, 0.4], [1.2, -0.6, -1.3], [0.0, 1.4, -0.5], [0.0, -1.0, -0.3], [-0.3, 0.3, 0.4], [-1.3, -0.2, -0.2], [-0.3, -1.5, -0.3], [0.2, -0.1, 0.6], [-0.8, -0.4, -1.1], [-0.2, -0.3, -0.2], [0.1, 0.2, 0.3], [0.1, -0.9, -1.3], [0.1, -0.5, -0.1], [0.0, -0.2, 0.2], [0.0, -0.1, 0.0], [0.5, -0.5, -0.2], [-0.7, -0.8, 0.1], [1.1, 0.8, -0.2], [1.5, -0.2, -1.0], [-1.9, -0.4, 1.2], [-1.4, 0.5, -0.3], [1.3, 1.0, 0.5], [0.6, -1.7, -0.8], [-0.3, 1.4, 0.8], [-0.6, 0.9, 0.4], [-1.7, -0.6, -0.7], [0.5, 1.6, -0.1], [-0.2, 1.5, 0.0], [-1.3, -2.8, -0.7], [0.5, 0.9, -0.1], [0.3, -1.0, 0.2], [2.5, -1.9, 1.1], [-2.7, 2.1, -1.7], [-0.4, 0.1, 0.4], [0.5, -0.3, -1.1], [0.8, 0.4, -0.4], [0.1, -0.1, 0.6], [-0.3, -0.6, -0.5], [0.1, 0.0, 0.4], [-0.8, -1.0, -0.3], [1.1, -0.6, 0.3], [0.4, 0.8, 0.5], [-0.5, 0.4, -0.3], [1.3, -0.8, 0.8], [0.3, -0.2, 0.3], [0.0, 0.0, -1.5], [1.8, -0.4, 1.1], [0.7, 0.2, -0.4], [-0.2, 2.6, 0.4], [-1.9, -1.6, 0.2], [0.0, -0.2, -0.2], [-1.1, 0.7, 1.1], [1.4, 0.4, -0.6], [0.3, -0.2, 0.6], [0.8, -0.4, 0.5], [-0.9, 1.4, 0.3], [0.0, -0.2, -0.2], [-1.1, 0.2, -0.3], [-0.6, -0.2, 1.2], [0.3, -0.3, -0.8], [0.3, -1.5, -0.5], [-1.1, 1.3, 0.1], [0.4, 0.3, -0.1], [0.5, 0.1, -0.2], [0.8, -0.4, -1.5], [-0.4, -0.9, 0.3], [0.2, -0.1, 0.7], [-0.6, -0.9, -0.2], [0.1, -0.3, 0.2], [0.3, 0.9, -0.5], [-0.2, -0.3, 0.1], [0.5, 0.3, -0.3], [1.1, -2.4, -1.4], [-0.4, 2.5, 0.7], [-0.2, -1.4, -0.7], [-0.1, -0.9, 0.6], [0.9, -1.1, 0.7], [-0.9, -0.6, 0.4], [-0.1, 0.4, -0.8], [-0.2, 0.8, 0.3], [-0.4, -0.1, -0.2], [-0.5, 1.5, 1.2], [-0.2, 0.5, 0.0]]
}

***

Entry 5:
{
  "formula": "C17H20N4",
  "method": "ωB97M-V/def2-TZVPD",
  "gap_ev": 6.7,
  "e_homo_ev": -6.43,
  "energy_ev": -23893.209,
  "charge": 0,
  "species": ["N", "C", "C", "C", "C", "H", "H", "H", "H", "H", "N", "C", "C", "C", "C", "H", "H", "H", "H", "H", "N", "C", "C", "C", "C", "H", "H", "H", "H", "H", "N", "C", "C", "C", "C", "C", "H", "H", "H", "H", "H"],
  "xyz": [[5.7438, 4.2478, 15.0899], [6.7672, 4.2255, 15.9620], [7.9553, 3.9539, 15.3018], [7.6145, 3.5481, 14.0446], [6.2656, 3.8030, 13.9458], [4.8016, 4.6102, 15.1213], [6.4727, 4.4759, 16.9705], [9.0055, 3.8473, 15.5297], [8.2637, 3.3191, 13.2124], [5.6420, 3.7225, 13.0678], [6.5255, 1.9745, 16.0235], [7.8017, 1.5094, 15.9999], [7.8085, 0.3615, 16.7950], [6.5041, 0.2598, 17.3836], [5.6870, 1.2052, 16.8176], [6.2473, 2.8039, 15.5186], [8.5395, 2.0807, 15.4562], [8.6237, -0.3100, 17.0208], [6.2292, -0.5711, 18.0165], [4.6474, 1.4673, 16.9471], [6.0045, -0.2112, 15.5045], [7.0105, -0.5911, 14.6681], [6.5366, -1.4708, 13.6747], [5.2278, -1.5718, 13.8996], [4.8565, -0.7664, 15.0255], [5.9714, 0.3194, 16.3632], [8.0173, -0.2950, 14.9234], [7.1441, -1.9020, 12.8928], [4.5181, -2.2281, 13.4181], [3.8774, -0.5827, 15.4428], [10.2088, -0.6671, 13.2016], [10.4885, 0.1929, 14.1646], [9.6646, 1.2113, 14.6031], [8.3651, 1.2095, 14.0728], [8.0544, 0.3164, 12.9843], [9.0407, -0.5826, 12.6043], [11.5157, 0.0286, 14.4549], [9.9179, 1.9185, 15.3791], [7.5319, 1.7697, 14.4707], [7.0941, 0.1122, 12.5342], [8.9279, -1.0837, 11.6542]],
  "atomic_forces_ev_per_a": [[-0.1, 0.9, -1.2], [1.4, 4.5, 2.7], [0.7, 1.2, 1.1], [-1.6, 2.5, -2.7], [-0.6, -0.4, -4.1], [0.3, -0.2, 0.7], [0.8, 0.0, 0.2], [-0.3, 0.7, 1.2], [-0.2, 0.1, 0.2], [0.0, -0.1, 0.0], [-0.7, -0.8, 2.1], [-2.0, 0.2, 6.1], [0.4, 2.1, 2.5], [4.3, 1.5, 8.9], [-0.9, 12.2, 8.0], [-0.7, -2.5, 0.5], [-1.5, 0.5, 4.1], [-0.1, 0.1, -0.2], [-0.4, 0.2, -0.2], [0.2, -0.5, -0.1], [-1.1, -9.3, -14.3], [-1.2, -3.2, 1.3], [2.4, 0.2, 1.0], [-4.6, -0.2, 1.5], [0.9, -1.2, -1.6], [-0.7, -5.9, -5.2], [-1.2, -2.2, 0.3], [-0.4, -0.3, 0.2], [0.0, 0.1, -0.3], [0.0, 0.0, 0.1], [0.4, -0.4, 0.1], [1.5, -0.4, -0.6], [-0.1, -0.8, -2.2], [1.1, -2.0, -6.2], [2.5, 1.6, -0.8], [-0.4, 1.6, -1.0], [0.1, 0.5, 0.9], [1.0, -0.5, -0.1], [0.4, -0.7, -2.8], [0.1, 1.5, -0.2], [-0.2, -0.8, 0.2]]
}

***

Calculated energy relative to the best compared isomer or geometry (same formula, charge and spin), 81.31; 0.00; 131.77; 0.00; 500.78 kcal/mol (same order as the records).